76
Properties=species:S:1:pos:R:3:forces:R:3 method="wB97M-V/def2-TZVPD" homo_lumo_gap_ev=4.523 charge=-1 energy_ev=-92313.778 e_homo_ev=-4.783
O 5.89958 -3.59543 -4.64013 -5.6 3.8 0.9
C 4.66208 -3.09361 -4.63227 0.2 -5.9 -3.4
O 3.59118 -3.91356 -5.28756 4.4 5.2 3.8
C 4.19769 -1.64056 -4.02531 -0.2 3.7 1.3
C 2.58626 -1.43508 -3.71085 0.6 3.7 1.1
C 1.92337 -0.01745 -3.13931 1.6 -2.4 -0.9
C 0.26175 -0.04057 -2.94904 -3.3 0.4 -0.8
C -0.65141 0.38559 -4.22546 -1.3 -0.4 1.1
C -2.31069 0.41121 -4.28328 3.1 -1.9 5.4
C -2.96024 -0.06721 -2.81690 3.9 0.8 -2.2
C -1.87568 -0.44974 -1.66436 1.2 5.6 -2.8
N -0.38551 -0.43398 -1.66529 -2.5 1.5 -4.4
C 2.86455 1.29406 -2.83856 -0.1 -1.0 -0.5
N 2.41730 2.65876 -2.35576 5.4 -4.6 -2.2
S 3.98021 3.49556 -2.32265 -0.2 -3.5 -1.0
N 5.22135 2.35883 -2.85103 -5.3 -3.2 -0.3
C 4.48493 1.04258 -3.16256 0.1 2.7 0.8
C 5.18754 -0.35537 -3.73957 -4.0 -1.7 0.1
Cl 7.01716 -0.52187 -4.09108 -3.2 0.6 0.7
H 1.85549 -2.35496 -3.92005 2.0 2.2 0.4
H -0.07473 0.69314 -5.21906 -1.3 -0.8 2.4
H -2.94834 0.71920 -5.21406 1.5 -0.7 2.0
H -4.13916 -0.14617 -2.67656 3.0 0.1 -0.1
H -2.36853 -0.79558 -0.63087 1.7 5.8 -0.8
O 2.14876 6.43093 1.08059 1.4 -2.5 3.6
P 1.02399 6.02971 2.06605 -5.8 5.0 -6.2
O -0.00606 5.48216 0.88837 0.5 -0.6 0.3
C 0.36586 4.35087 0.12231 -0.2 -0.4 -0.5
C 0.18377 3.07091 0.91170 0.0 -0.2 0.0
O 0.37279 7.55409 2.20692 0.7 -0.6 1.3
C 1.17240 8.70670 1.99916 0.1 0.4 -0.3
C 1.02312 9.20014 0.57120 0.0 0.0 -0.3
O -0.23278 5.58140 3.16717 3.5 -0.9 1.3
C 0.06743 4.59076 4.13919 -0.3 -0.4 0.4
C 1.46014 4.72061 4.72537 -0.1 0.1 0.1
H 1.39300 4.44228 -0.23926 0.0 0.0 0.0
H -0.28850 4.32807 -0.75622 0.1 0.1 0.1
H 0.91978 3.01319 1.71851 0.1 -0.1 0.1
H 0.31626 2.19449 0.27010 0.0 0.1 0.1
H -0.81029 3.02994 1.36692 0.0 0.0 -0.1
H 2.21850 8.51499 2.25819 -0.1 0.0 -0.2
H 0.81477 9.48234 2.68560 -0.1 -0.2 0.0
H 1.23817 8.41175 -0.15730 0.1 0.1 0.2
H 1.69332 10.04352 0.37971 -0.1 0.0 0.0
H -0.00629 9.52119 0.38341 0.1 0.0 0.1
H -0.07574 3.60080 3.69684 0.0 -0.1 0.1
H -0.66803 4.69827 4.93762 -0.1 0.1 0.0
H 2.22837 4.51251 3.97335 0.0 -0.1 -0.1
H 1.59470 4.01172 5.54825 0.1 0.1 -0.1
H 1.63450 5.73374 5.09900 -0.1 -0.1 0.1
O -0.95637 -4.36572 0.85546 -0.3 -1.4 4.4
P -2.16178 -5.27484 1.19855 -2.3 1.3 -9.5
O -1.92103 -6.31274 -0.07131 0.6 -0.4 0.7
C -0.74229 -7.09663 -0.10370 0.2 -0.3 -0.4
C -0.83130 -8.25979 0.86260 0.0 -0.2 0.1
O -3.30719 -4.32014 0.46081 -0.1 -0.3 1.8
C -3.10225 -2.92482 0.31213 0.2 0.4 -0.5
C -2.53022 -2.62046 -1.06082 -0.6 -4.1 -0.1
O -3.50866 -6.29064 1.58191 2.0 1.0 3.1
C -3.49824 -6.94913 2.83993 -0.3 -0.4 0.2
C -2.96176 -6.08959 3.96842 -0.1 0.0 0.0
H 0.14053 -6.48639 0.10216 0.0 0.1 0.0
H -0.64104 -7.48323 -1.12391 -0.1 0.2 0.1
H -0.80060 -7.90032 1.89499 0.1 0.0 0.1
H 0.00544 -8.95037 0.72022 -0.1 0.1 0.1
H -1.76926 -8.80738 0.73052 0.1 0.1 -0.1
H -2.47152 -2.52940 1.11462 0.1 -0.1 -0.1
H -4.07880 -2.43743 0.40959 -0.1 -0.2 0.1
H -1.61977 -3.19493 -1.25980 0.0 0.1 0.2
H -2.29823 -1.55558 -1.15750 -0.8 -6.1 -0.7
H -3.24544 -2.89544 -1.84240 -0.1 0.1 0.1
H -2.92493 -7.87650 2.75335 0.0 0.0 0.1
H -4.53015 -7.22560 3.06051 -0.1 0.0 -0.1
H -1.89526 -5.88010 3.83537 0.1 -0.1 0.0
H -3.08674 -6.59993 4.92847 0.1 0.1 -0.1
H -3.48121 -5.12782 4.00864 -0.1 -0.1 0.0

---

12
Properties=species:S:1:pos:R:3:forces:R:3 method="wB97M-V/def2-TZVPD" homo_lumo_gap_ev="7.316 / 6.527" charge=-1 energy_ev=-10830.177 de_lowest_kj_mol=525.6 e_homo_ev="-3.211 / -2.632"
C 0.07252 -2.29669 -0.10025 -0.7 2.2 -1.3
C -1.17959 -0.53021 -1.55237 -0.8 -0.4 0.0
C -1.27146 -1.96695 0.46444 -0.1 -0.8 2.1
C 0.02244 0.16033 -0.89961 -2.9 0.5 0.5
C 0.36817 -0.67568 0.26234 0.5 -2.3 1.8
N -0.70638 -0.89921 1.27361 1.1 -0.4 -2.1
O -2.17158 -0.12938 -2.09877 1.5 -0.2 0.7
O -2.40004 -2.45705 0.58621 1.1 0.5 -0.4
H 0.65560 0.15747 -1.69510 2.6 -0.7 -2.2
H -0.09582 1.22197 -0.77485 -0.5 0.9 0.7
H 1.34524 -0.38358 0.72170 -0.6 -0.5 -0.4
H -1.13388 -0.18365 1.78874 -1.2 1.2 0.6

---

18
Properties=species:S:1:pos:R:3:forces:R:3 method="wB97M-V/def2-TZVPD" homo_lumo_gap_ev="7.331 / 7.331" energy_ev=-42695.247 de_lowest_kj_mol=469.8 e_homo_ev="-9.101 / -9.104" smiles="C=[S@H](Cl)=NC/C(Cl)=C/C"
C 2.33946 0.39063 0.89948 -0.9 0.7 0.7
S 1.74748 0.81618 -0.59992 2.1 -2.1 -3.2
Cl 0.83612 3.03529 -1.19345 0.3 -1.0 0.4
N 1.27491 -0.32334 -1.68011 1.6 2.8 1.2
C -0.05424 -0.84754 -1.68393 0.1 1.0 0.1
C -0.59936 -0.80739 -0.35015 -2.5 -0.7 1.9
Cl 0.24237 -2.10693 0.61059 -0.9 0.8 0.0
C -1.67352 -0.08413 0.09140 1.8 -2.0 -0.4
C -2.17074 -0.15552 1.47826 2.3 -0.6 2.3
H 2.84535 1.23090 1.39165 0.2 -0.2 -0.4
H 1.76020 -0.21730 1.62164 0.1 0.4 -0.9
H 2.99042 1.11728 -1.27860 -2.0 0.1 1.2
H -0.75381 -0.33172 -2.31821 -0.1 0.6 -0.7
H 0.03482 -1.84649 -2.04034 0.0 -0.9 -0.3
H -2.15417 0.61742 -0.57646 0.2 0.0 -0.3
H -2.04850 0.89042 1.84911 -0.3 -0.8 0.3
H -3.19269 -0.48635 1.67456 0.1 0.1 -0.5
H -1.42408 -0.89141 2.10449 -2.0 2.0 -1.4

---

14
Properties=species:S:1:pos:R:3:forces:R:3 method="wB97M-V/def2-TZVPD" homo_lumo_gap_ev=10.651 energy_ev=-7358.741 de_lowest_kj_mol=339.1 e_homo_ev=-9.952
O 1.73473 1.79774 0.12375 1.0 0.0 -0.6
C 2.03602 0.59954 0.06677 0.6 2.8 -0.7
C 0.98481 -0.30546 0.49654 -0.7 1.6 0.8
C -0.20112 -0.48378 -0.43822 0.1 0.0 -0.2
C -1.53672 -0.83528 0.16551 0.0 -0.1 0.0
C -1.33543 0.50698 -0.48180 0.0 0.1 0.0
H 3.09487 0.45532 -0.15684 0.1 -1.0 -0.4
H 1.38452 -1.30443 0.78952 -0.5 0.9 0.7
H 0.73108 0.86536 1.10740 -0.8 -4.2 0.2
H 0.01308 -0.97634 -1.38762 0.0 0.1 0.2
H -2.15191 -1.57219 -0.34641 0.1 0.2 0.1
H -1.60140 -0.86762 1.25171 0.0 0.0 -0.2
H -1.80843 0.69264 -1.44376 0.1 -0.1 0.2
H -1.28982 1.38101 0.16431 0.1 -0.2 -0.1